The following is a quantum chemistry calculation of C28H36N2O7 in the gas phase, from OMol25.

```
73
Properties=species:S:1:pos:R:3:forces:R:3:mulliken_charge:R:1
C 0.276642 -2.307558 -3.842526 -0.1 -0.2 -0.1 -1.032
O 0.718943 -1.040366 -3.425120 0.0 0.4 0.3 -0.371
C 0.230956 -0.515923 -2.253427 0.2 0.0 -0.2 0.814
C -0.650224 -1.211949 -1.435360 0.0 0.0 0.1 0.311
C -1.165801 -0.662717 -0.269741 0.1 0.0 -0.1 -0.513
C -2.105194 -1.468148 0.595400 -0.2 0.1 -0.2 -0.402
C -3.220582 -0.632283 1.175680 0.1 -0.3 0.5 -1.908
C -4.172306 0.002003 0.251654 -0.3 0.1 -0.2 0.612
O -4.337202 -0.447769 -0.870870 0.1 0.0 0.2 -0.677
C -4.882812 1.178579 0.736854 0.3 0.4 0.6 0.037
C -4.640469 2.047192 1.777932 0.0 -0.6 -0.6 -0.123
C -5.616426 3.053788 1.688155 -0.4 0.0 -0.5 -1.086
C -6.391931 2.742734 0.599597 0.1 0.6 0.7 0.509
C -7.573049 3.426017 0.013687 0.2 -0.3 -0.1 -1.271
O -5.946625 1.623361 0.022320 -0.2 -0.2 -0.4 -0.430
C -3.175924 -0.744106 2.516930 -0.1 0.0 -0.4 1.653
O -3.943268 -0.262338 3.495972 0.1 -0.1 0.1 -0.667
C -2.059341 -1.652941 2.904634 0.0 0.0 0.0 0.753
O -1.829188 -1.964851 4.062683 -0.1 0.0 0.2 -0.757
N -1.439024 -2.014397 1.769972 0.0 0.1 0.0 0.439
C -0.386074 -2.995286 1.638624 0.3 -0.2 0.4 -0.541
C 0.750905 -2.854720 2.673531 -0.2 -0.1 -0.1 -1.425
N 1.625878 -1.715657 2.565955 0.0 0.1 -0.1 0.103
C 2.315221 -1.559848 1.300378 0.3 0.3 0.1 0.156
C 3.437569 -0.538607 1.500458 0.0 -0.4 -0.2 -0.581
O 2.929438 0.701346 1.930181 0.0 0.2 -0.1 -0.368
C 2.216954 0.553397 3.136920 -0.4 -0.1 0.2 -0.896
C 1.067347 -0.443336 2.982294 0.3 0.3 0.1 0.329
C -0.785893 0.620797 0.090157 0.0 -0.1 -0.2 -0.415
C 0.110369 1.313137 -0.695994 0.1 -0.1 -0.2 -0.939
C 0.639800 0.777230 -1.869633 -0.2 -0.1 0.2 0.513
O 1.463455 1.629910 -2.528470 -0.2 0.0 0.2 -0.512
C 2.235989 1.257150 -3.654046 0.5 -0.3 -0.6 -1.046
C 3.440903 0.382799 -3.301655 -0.3 0.4 0.4 -0.655
C 4.347571 0.978469 -2.218860 0.2 -0.1 -0.2 1.486
C 5.446320 -0.025244 -1.871246 -0.3 0.2 0.1 -1.772
C 4.974108 2.298836 -2.659800 -0.2 -0.2 0.2 -1.671
H 0.575232 -3.093923 -3.140843 0.0 0.0 0.0 0.359
H -0.808601 -2.330941 -3.980814 0.0 0.0 0.0 0.362
H 0.765123 -2.481181 -4.800520 -0.1 -0.1 0.1 0.269
H -0.972634 -2.200663 -1.721943 0.0 -0.1 -0.1 0.528
H -2.527669 -2.285838 -0.003826 0.0 0.1 0.1 0.465
H -3.862008 1.975662 2.507222 0.2 -0.1 0.1 0.655
H -5.735174 3.897096 2.337336 -0.1 0.2 0.1 0.436
H -7.869602 4.259499 0.642892 0.0 0.0 0.0 0.336
H -7.338073 3.795917 -0.983833 0.0 0.1 -0.1 0.299
H -8.403210 2.727618 -0.078380 -0.1 0.0 0.0 0.319
H -3.601791 -0.654705 4.324077 0.0 0.0 -0.1 0.318
H 0.019105 -2.902357 0.628726 -0.1 0.0 0.0 0.430
H -0.813994 -4.000036 1.752307 0.1 0.0 -0.1 0.410
H 0.312219 -2.842221 3.672470 0.1 -0.1 -0.1 0.517
H 1.373346 -3.751118 2.580636 -0.1 0.0 0.0 0.472
H 2.741207 -2.521250 1.004196 0.0 0.0 -0.1 0.515
H 1.649546 -1.192869 0.499794 0.0 -0.1 0.0 -0.320
H 3.960672 -0.346222 0.563615 0.0 -0.1 0.0 -0.075
H 4.146925 -0.929496 2.245955 0.0 0.0 -0.1 0.413
H 1.840291 1.545047 3.392813 0.0 0.0 0.1 0.362
H 2.895916 0.201648 3.928271 -0.1 0.0 0.0 0.419
H 0.556906 -0.573987 3.937441 0.0 0.0 0.0 0.496
H 0.358673 -0.044956 2.240348 0.0 0.0 0.1 -0.425
H -1.199380 1.084086 0.973157 0.0 0.1 0.1 0.517
H 0.426382 2.307798 -0.426149 0.1 0.1 0.0 0.435
H 2.571838 2.214053 -4.062236 0.0 -0.1 0.0 0.571
H 1.620976 0.755800 -4.405581 0.1 0.2 0.1 0.352
H 3.078061 -0.588831 -2.962005 0.0 -0.1 -0.1 0.165
H 4.015795 0.224439 -4.216783 0.0 -0.1 -0.1 0.507
H 3.741143 1.165434 -1.326011 0.0 0.0 0.0 -0.151
H 5.021770 -0.982017 -1.572218 0.0 -0.1 0.0 0.368
H 6.060994 0.347753 -1.055140 0.1 0.0 0.1 0.416
H 6.088655 -0.193408 -2.733784 0.1 -0.1 -0.1 0.460
H 5.679321 2.645147 -1.907733 0.1 0.1 0.0 0.453
H 5.508448 2.173558 -3.599985 0.1 0.0 -0.1 0.307
H 4.216553 3.066768 -2.786696 0.0 0.2 -0.1 0.387
```
Forces are in eV/Å.

As for the highest occupied orbital energy: -0.2984 hartree. The calculation puts the HOMO-LUMO gap at 8.02 eV. The calculation puts the energy above the lowest of the compared OMol25 structures with the same formula, charge and spin at 6.0 kcal per mole. The molar mass is 512.60 g mol⁻¹.